Density functional theory data (the ωB97M-V functional and the def2-TZVPD basis) for a cluster of 2 separate species, C6H12O in total.

Its HOMO energy is -10.3 eV. For the gap between HOMO and LUMO, the calculation gives 7.768 eV.

```
19
Properties=species:S:1:pos:R:3:forces:R:3:lowdin_charge:R:1
C -2.06931 -0.53718 -0.87341 1.0 0.6 0.0 -0.1029
O -0.94062 2.41557 0.02412 2.1 -1.4 1.3 -0.1776
C -0.96228 -1.22165 -0.06412 1.4 0.5 -0.8 -0.2487
C -0.39887 -0.36044 1.08032 -1.2 -0.5 1.0 -0.2089
C 0.66093 0.68593 0.81644 0.7 -0.6 -1.4 -0.1411
C 2.70672 0.09539 -0.53982 -0.3 -1.3 1.4 0.0194
C 1.50560 0.64877 -0.45874 0.4 2.0 0.3 -0.1701
H -1.77589 0.52035 -0.94598 -0.4 -0.2 -0.1 0.0455
H -2.11269 -0.92895 -1.88821 -0.2 -0.2 0.1 0.0685
H -3.03678 -0.59722 -0.39223 -0.2 -0.1 0.1 0.0699
H -0.06867 -1.36038 -0.70877 -0.7 -0.5 0.0 0.0989
H -1.28031 -2.18965 0.31696 0.1 0.0 0.1 0.1009
H -0.07404 -1.02331 1.89804 0.2 0.2 -0.2 0.1183
H -1.28046 0.16279 1.46663 0.3 0.1 0.4 0.1145
H 1.35123 0.95948 1.63743 -0.8 -0.2 0.1 0.1442
H 0.07561 1.68749 0.72038 -1.7 2.0 -0.8 0.0426
H 3.00922 -0.48425 0.33209 0.1 -0.3 -0.1 0.0654
H 3.41549 0.01214 -1.34146 -0.2 0.7 -0.5 0.0568
H 1.27513 1.51514 -1.07966 -0.4 -0.8 -0.8 0.1044
```
Forces are in eV/Å.

---

Density functional theory data (the ωB97M-V functional and the def2-TZVPD basis) for the molecule C2H4NP.

Its HOMO energy (spin up / spin down) is -8.9 / -8.8 eV. For the gap between HOMO and LUMO (spin up / spin down), the calculation gives 7.774 / 7.294 eV.

```
8
Properties=species:S:1:pos:R:3:forces:R:3:lowdin_charge:R:1
C -0.19257 -1.34016 -0.25858 1.0 -4.2 -0.3 -0.2532
C -0.09778 0.63162 1.47696 -0.4 2.4 2.5 -0.1075
N 0.22826 1.53326 -0.75666 1.1 -0.4 -4.6 -0.2407
P -0.39198 0.26774 -0.15055 -0.5 0.9 2.8 0.4870
H 0.63598 -1.98396 -0.71447 -1.6 1.3 0.0 0.0526
H -0.85045 -1.91932 0.43286 0.7 0.7 -0.5 0.0268
H 0.11530 1.81253 1.60693 -0.6 -2.7 -0.1 0.0228
H 0.55323 0.99829 -1.63650 0.3 1.9 0.3 0.0122
```
Forces are in eV/Å.

---

Density functional theory data (the ωB97M-V functional and the def2-TZVPD basis) for a structure of composition C19H42CaP2Si.

Its HOMO energy is -6.8 eV. For the gap between HOMO and LUMO, the calculation gives 6.444 eV.

```
65
Properties=species:S:1:pos:R:3:forces:R:3:lowdin_charge:R:1
P -0.05672 -1.95365 -3.57281 -0.1 0.9 -0.3 0.8734
P 0.27702 1.37049 -3.49180 0.5 -1.2 -0.6 0.8599
C -0.29919 -0.91463 -5.10190 0.1 -0.5 -0.1 -0.4042
C 0.44876 0.42835 -5.08730 -0.1 0.8 -0.3 -0.4091
H -1.38395 -0.76249 -5.21440 0.3 0.0 0.0 0.0752
H 0.04640 -1.54293 -5.93415 -0.2 0.3 -0.2 0.0702
H 1.52643 0.28857 -5.26553 -0.3 0.0 0.0 0.0742
H 0.05829 1.10186 -5.86281 0.2 -0.4 -0.3 0.0677
C -1.37555 2.11722 -3.72860 0.0 0.4 -0.3 -0.2588
H -1.59215 2.78890 -2.88935 0.0 -0.1 -0.3 0.0376
H -2.16414 1.35471 -3.77612 0.3 0.1 0.0 0.0428
H -1.36065 2.69133 -4.66293 -0.3 0.0 0.1 0.0396
C 1.39187 2.79310 -3.69513 -0.2 0.3 -0.5 -0.2673
H 1.04566 3.41858 -4.52833 0.3 0.1 0.1 0.0368
H 2.41198 2.43566 -3.88720 -0.2 0.1 0.0 0.0430
H 1.39209 3.37348 -2.76468 0.0 -0.1 -0.2 0.0341
C -1.10495 -3.39963 -3.91019 0.1 -0.3 -0.5 -0.2757
H -1.04498 -4.08213 -3.05355 0.0 0.1 -0.3 0.0315
H -0.75440 -3.90558 -4.81995 -0.3 -0.2 0.1 0.0383
H -2.14722 -3.07741 -4.03786 0.3 -0.1 0.0 0.0439
C 1.63029 -2.59487 -3.88932 -0.1 -0.3 -0.2 -0.2567
H 2.37631 -1.79021 -3.92747 -0.3 -0.2 0.0 0.0407
H 1.60748 -3.12286 -4.85124 0.3 0.0 0.1 0.0394
H 1.91244 -3.29572 -3.09479 0.0 0.1 -0.1 0.0451
Ca -0.93749 -0.51313 3.74008 0.1 0.0 -0.3 1.2138
C 0.83162 1.48159 -0.49272 -1.7 0.7 0.8 -0.1624
C -0.45565 1.32453 -0.88494 0.5 0.4 1.8 -0.2107
C -1.18132 0.07042 -1.28025 -0.7 0.3 -0.6 -0.2834
C -1.27145 -1.12909 -0.31007 -0.6 0.6 -1.4 -0.1710
C -0.28778 -2.19973 -0.71378 0.4 -0.6 1.7 -0.1868
C 1.04015 -1.96635 -0.62481 0.0 -0.9 -0.2 -0.1539
C 1.68209 -0.76752 -1.23326 0.2 0.8 0.7 -0.2499
C 1.84721 0.42857 -0.26592 1.0 -0.3 -0.7 -0.1776
C 0.18596 -2.52642 4.13565 -0.1 -0.3 -0.1 -0.3879
H 1.16040 2.49783 -0.23543 -0.3 -0.3 0.0 0.1050
H -1.10407 2.21037 -0.78358 0.5 -0.2 -0.4 0.0998
H -0.72882 -0.34317 -2.21349 -0.4 0.4 0.9 -0.0387
H -2.19579 0.34990 -1.61675 0.3 0.0 0.4 0.1043
H -1.11641 -0.77377 0.73018 0.2 -0.4 -0.4 0.0840
H -2.29246 -1.53918 -0.35996 0.3 0.1 0.1 0.1050
H -0.69216 -3.21490 -0.84727 0.3 0.2 1.2 0.0936
H 1.70833 -2.69614 -0.14608 -0.1 -0.4 -1.2 0.1120
H 1.10364 -0.40975 -2.11130 0.4 -0.3 0.7 -0.0092
H 2.66470 -1.03960 -1.65900 -0.3 -0.1 0.5 0.1111
H 1.85740 0.08866 0.78957 0.0 0.3 -0.4 0.1210
H 2.84180 0.86131 -0.46725 -0.3 0.0 0.3 0.1088
H 1.10703 -2.47959 4.73268 -0.1 0.0 -0.1 -0.0563
H 0.47951 -2.84267 3.11820 0.0 -0.2 0.2 -0.0798
H -0.44761 -3.32612 4.55164 0.2 0.0 -0.1 -0.0688
C -2.30946 1.49291 5.53930 -0.4 0.3 0.1 -0.2241
Si -0.44028 1.53477 5.79733 1.0 0.3 -1.2 0.2568
C 0.06561 3.00703 6.81401 -0.3 0.3 0.7 -0.1937
C -0.11995 -0.03595 6.75856 0.1 -0.2 0.5 -0.1972
C 0.33886 1.45454 4.13150 0.1 0.3 0.0 -0.4470
H -2.72241 1.80911 6.50504 -0.2 -0.2 -0.1 0.0347
H -2.76386 0.50306 5.32331 0.1 0.4 0.1 0.0125
H -2.64083 2.22121 4.78869 0.0 -0.2 0.1 0.0362
H -0.49660 3.00921 7.75801 0.2 0.2 0.0 0.0256
H 1.13674 2.98413 7.05811 -0.2 -0.1 -0.1 0.0350
H -0.12276 3.96050 6.30221 0.0 -0.3 0.0 0.0327
H 0.00267 -0.98434 6.20620 0.0 0.4 0.1 -0.0092
H 0.81589 0.14890 7.29861 0.0 -0.3 0.0 0.0371
H -0.90830 -0.17694 7.51073 0.2 0.0 0.0 0.0378
H 0.08566 2.34607 3.53453 -0.2 -0.1 0.1 -0.0443
H 1.43908 1.45961 4.16914 -0.2 -0.3 0.1 -0.0365
```
Forces are in eV/Å.

---

Density functional theory data (the ωB97M-V functional and the def2-TZVPD basis) for a structure of composition C3H3O3Y.

The expectation value of S² is 0.7544. Its multiplicity is 2. Its HOMO energy (spin up / spin down) is -11.9 / -12.7 eV. For the gap between HOMO and LUMO (spin up / spin down), the calculation gives 5.128 / 5.700 eV. Its charge is +1.

```
10
Properties=species:S:1:pos:R:3:forces:R:3:lowdin_charge:R:1
O -0.35309 1.50456 -1.37133 0.6 -2.9 1.6 -0.2627
O 0.02276 -1.86063 1.05481 -0.8 2.5 -3.9 -0.3813
C 0.44347 -2.09062 2.28375 1.0 -0.2 2.9 -0.3694
C 1.31188 -1.32749 2.97518 -0.4 -0.6 -0.7 0.0305
O -0.85066 3.38953 -2.51359 -0.9 -2.6 0.8 0.1219
C -1.06546 2.28601 -2.07995 0.4 3.6 -1.5 -0.3855
Y -0.37508 -0.53663 -0.57915 0.4 -0.3 1.5 2.0019
H 0.02163 -2.98128 2.77812 0.0 0.4 -0.4 0.1204
H 1.84203 -0.49395 2.50798 -0.2 -0.1 0.2 0.0564
H 1.55590 -1.59022 4.00492 0.0 0.1 -0.4 0.0679
```
Forces are in eV/Å.

---

Density functional theory data (the ωB97M-V functional and the def2-TZVPD basis) for a structure of composition C17H23BrGeIrN4OS2.

The expectation value of S² is 0.7620. Its multiplicity is 2. Its HOMO energy (spin up / spin down) is -14.4 / -14.4 eV. For the gap between HOMO and LUMO (spin up / spin down), the calculation gives 6.933 / 5.507 eV. Its charge is +2.

```
50
Properties=species:S:1:pos:R:3:forces:R:3:lowdin_charge:R:1
Ir -0.42660 -0.19811 -0.61791 1.8 -2.6 0.7 1.0407
C 2.90923 -4.10653 -2.29344 -0.2 0.2 -0.1 -0.3587
S 3.59350 -2.56860 -1.61208 0.1 -0.2 0.2 0.9169
C 2.16702 -1.82030 -0.95535 -0.1 0.1 -0.2 -1.0515
S 0.76081 -1.66080 -1.95895 -0.9 0.4 -0.5 0.6629
N 2.24350 -1.30955 0.21910 0.5 0.0 0.7 -0.0317
N 1.15489 -0.59705 0.61640 -1.1 0.8 -1.2 -0.1526
C 1.15068 -0.08665 1.79241 0.2 0.1 0.6 -0.0112
C 0.01120 0.72442 2.17318 0.4 -0.3 0.1 -0.2837
C -0.10992 1.37894 3.38043 0.1 0.1 0.3 0.0339
C -1.23613 2.16173 3.60577 0.0 0.0 0.0 0.0097
C -2.20922 2.23518 2.62229 0.1 -0.1 -0.1 0.0085
C -2.01342 1.54144 1.43385 0.0 0.0 0.3 -0.0718
N -0.91927 0.80618 1.22070 -1.4 1.0 -1.2 -0.0463
H 3.74988 -4.61159 -2.76318 0.0 0.0 0.0 0.0512
H 2.14252 -3.90281 -3.03556 0.1 0.0 -0.1 0.0225
H 2.51529 -4.71977 -1.48838 0.0 0.0 0.0 0.0497
H 1.98833 -0.26502 2.45874 0.0 0.0 -0.1 0.1649
H 0.67399 1.28414 4.12061 0.0 0.0 0.0 0.1413
H -1.35257 2.70850 4.53185 0.0 0.0 0.0 0.1349
H -3.10655 2.82166 2.76181 0.0 0.0 0.0 0.1306
H -2.74889 1.56936 0.64149 0.0 0.0 0.0 0.1270
O -5.08121 -4.28574 0.35086 0.0 0.0 0.0 0.1529
C -4.05062 -3.46053 0.28874 0.1 0.0 0.0 -0.2747
C -3.11161 -3.28423 1.31398 0.0 -0.1 0.0 0.0458
C -2.07785 -2.40064 1.12704 0.0 0.0 0.0 -0.0849
N -1.92620 -1.69746 -0.00788 0.3 0.1 0.3 -0.1517
C -2.83878 -1.86806 -0.95644 -0.2 -0.1 0.0 -0.6949
Br -2.51090 -0.75253 -2.44618 0.2 0.5 0.2 0.9393
C -3.90815 -2.71228 -0.88719 -0.1 -0.1 -0.1 0.0163
H -5.13663 -4.76630 1.18750 0.0 0.0 0.0 0.1475
H -3.18906 -3.83258 2.24351 0.0 0.0 0.0 0.1370
H -1.33930 -2.23536 1.90076 0.0 0.0 0.0 0.1252
H -4.62743 -2.80855 -1.68823 0.0 0.0 0.0 0.1434
C 1.45907 4.08697 -2.20679 0.3 -0.1 0.1 -0.1984
Ge 1.79042 2.50845 -1.10569 -0.3 0.3 -0.5 0.7760
C 3.31482 1.47287 -1.70936 0.0 -0.1 0.1 -0.1992
C 1.88797 3.05832 0.76103 -0.1 -0.2 0.1 -0.1981
C 0.09365 1.51082 -1.58235 0.1 0.1 0.4 -0.4396
H 2.34284 4.72419 -2.14136 -0.1 0.1 -0.1 0.0366
H 0.59771 4.63640 -1.82870 0.0 0.0 0.0 0.0323
H 1.29435 3.81407 -3.24781 0.0 0.0 0.0 0.0342
H 4.18378 2.12951 -1.76873 0.0 0.0 0.0 0.0398
H 3.13156 1.05702 -2.70031 0.0 0.0 0.0 0.0357
H 3.55443 0.66401 -1.01950 0.0 0.0 0.0 0.0005
H 2.55356 3.92015 0.81812 0.0 0.0 0.0 0.0414
H 2.29717 2.27801 1.40366 0.0 0.1 0.0 0.0103
H 0.91025 3.36351 1.13834 0.0 0.0 0.0 0.0236
H 0.17259 1.26692 -2.64541 -0.1 0.0 0.0 0.0009
H -0.72469 2.22827 -1.44540 0.1 0.1 0.1 0.0154
```
Forces are in eV/Å.

---

Density functional theory data (the ωB97M-V functional and the def2-TZVPD basis) for the molecule C4H8O2.

Its HOMO energy is -8.9 eV. For the gap between HOMO and LUMO, the calculation gives 9.922 eV.

```
14
Properties=species:S:1:pos:R:3:forces:R:3:lowdin_charge:R:1
C 1.77514 -1.19511 0.43948 0.1 -0.1 0.0 -0.0755
C 0.43208 -0.91015 1.05840 0.2 -0.2 0.1 -0.2592
C -1.49213 0.21629 0.62689 0.0 0.3 -0.4 -0.1167
O -0.36888 -0.23293 0.07079 -0.2 0.3 0.5 -0.1207
O -2.01945 1.14240 -0.13935 -0.3 -0.2 0.2 -0.1083
C -1.38599 1.61162 -1.34079 0.1 0.1 -0.3 -0.0570
H 2.46767 -1.49294 1.23062 0.0 0.0 -0.2 0.0790
H 1.71182 -1.99237 -0.30505 0.1 0.1 0.1 0.0778
H 2.16189 -0.29336 -0.04722 0.0 -0.2 0.1 0.0804
H -0.09421 -1.81011 1.38368 0.1 0.0 -0.1 0.1176
H 0.54267 -0.25697 1.92825 -0.1 0.0 -0.2 0.1135
H -1.81930 2.59182 -1.53838 0.0 -0.2 0.0 0.0911
H -0.30863 1.69033 -1.20066 -0.1 0.0 -0.1 0.0846
H -1.60267 0.93147 -2.16666 0.1 0.1 0.1 0.0935
```
Forces are in eV/Å.

---

Density functional theory data (the ωB97M-V functional and the def2-TZVPD basis) for a cluster of 2 separate species, C3H6N4 in total.

Its HOMO energy (spin up / spin down) is -8.2 / -8.2 eV. For the gap between HOMO and LUMO (spin up / spin down), the calculation gives 8.836 / 8.837 eV. Its SMILES is C=C/N=N/N.C#N.

```
13
Properties=species:S:1:pos:R:3:forces:R:3:lowdin_charge:R:1
C -1.84252 -1.14916 -0.43659 -0.3 3.2 2.7 0.0223
C -1.97200 0.00126 0.35458 2.0 -3.2 -1.9 -0.2075
N -0.97487 0.93813 0.54990 0.9 1.9 -0.5 -0.0682
N 0.23054 0.67542 0.36162 -0.7 0.1 -0.2 -0.0879
N 1.02628 1.75148 0.31986 -1.4 -2.7 0.4 0.0589
H -0.87756 -1.30008 -0.88125 0.1 -0.1 -0.3 0.0117
H -2.58260 -1.91614 -0.43587 -0.5 -0.2 -0.3 0.0236
H -2.75224 0.41528 0.91910 -1.9 -0.6 0.4 0.0641
H 1.95835 1.42313 0.19423 0.9 0.9 -0.1 0.0014
H 0.56112 2.61731 0.35415 -0.1 1.4 0.0 0.0814
C 2.30523 -1.16026 -0.39656 1.3 0.3 -0.3 -0.0282
N 2.78448 -0.15413 -0.12793 0.1 -0.8 -0.1 0.0628
H 2.13579 -2.14224 -0.77524 -0.5 -0.1 0.2 0.0656
```
Forces are in eV/Å.

---

Short version: maximum force = 2.826, 4.716, 1.957, 4.687, 3.196, 0.630, 4.206 eV Å⁻¹, in the order given.
Short version: electronic energy = -310.7888, -474.4324, -2398.7385, -379.8387, -6506.9179, -307.6041, -336.7965 a.u., in the order given.
Short version: energy relative to the best compared isomer or geometry (same formula, charge and spin) = 710.2, 633.4, 43.8, 34.6, 114.6, 284.3, 401.1 kJ/mol, in the order given.